1.
Density functional theory data (ωB97M-V/def2-TZVPD) for an isolated molecule of C4H9NO.

Properties
* lowest unoccupied orbital energy: 0.94 eV
* max |F|: 0.0105 hartree/bohr
* HOMO level: -8.1 eV
* SMILES: CN(C)CC=O
* ΔE to the lowest compared entry with this formula, charge and spin: 196.4 kJ/mol

Geometry (Å):
C 1.001 0.146 1.333
N 0.143 -0.333 0.280
C -1.216 -0.714 0.561
C 0.523 -0.217 -1.100
C -0.176 1.011 -1.650
O -1.264 0.973 -2.177
H 1.499 -0.679 1.869
H 0.442 0.739 2.067
H 1.787 0.791 0.924
H -1.314 -0.938 1.627
H -1.968 0.052 0.306
H -1.479 -1.620 -0.003
H 0.187 -1.100 -1.658
H 1.613 -0.138 -1.183
H 0.311 1.984 -1.412

Forces on the atoms, in the same order (eV/Å):
C 0.107 0.070 0.139
N 0.029 -0.026 -0.028
C -0.137 -0.083 0.081
C 0.029 -0.118 -0.138
C -0.339 0.021 -0.081
O 0.520 0.067 0.139
H -0.080 0.125 -0.003
H 0.104 -0.050 -0.097
H -0.151 -0.091 0.070
H 0.011 -0.005 -0.124
H 0.167 -0.055 0.034
H 0.011 0.108 0.096
H 0.021 0.074 -0.030
H -0.177 0.039 -0.010
H -0.114 -0.076 -0.047

2.
Density functional theory data (ωB97M-V/def2-TZVPD) for a structure of composition C28H28Ge2IrN3O8.

Properties
* 2S+1: 2
* lowest unoccupied orbital energy (spin up / spin down): -4.21 / -5.80 eV
* max |F|: 0.0067 hartree/bohr
* HOMO level (spin up / spin down): -11.2 / -11.8 eV
* charge: +1
* ΔE to the lowest compared entry with this formula, charge and spin: 0.0 kJ/mol

Geometry (Å):
Ir 0.162 1.207 -1.028
O 2.266 1.414 -0.901
C 2.708 2.745 -0.518
C 1.632 3.767 -0.756
C 1.899 5.113 -0.573
C 0.896 6.033 -0.828
C -0.341 5.585 -1.273
C -0.538 4.229 -1.426
N 0.434 3.343 -1.161
H 2.606 0.786 -0.245
H 3.580 2.984 -1.126
H 2.988 2.739 0.537
H 2.877 5.430 -0.237
H 1.079 7.089 -0.683
H -1.149 6.268 -1.490
H -1.488 3.823 -1.750
O -3.362 2.678 -0.531
C -2.443 1.952 -0.251
O -1.807 1.231 -1.169
C -2.032 1.792 1.200
C -3.076 1.868 2.111
C -2.840 1.690 3.459
C -1.567 1.487 3.947
C -0.522 1.460 3.050
C -0.715 1.586 1.660
O 0.350 1.499 0.882
N 0.825 1.265 3.600
O 0.915 0.631 4.629
O 1.767 1.753 3.001
N -3.970 1.718 4.401
O -3.707 1.650 5.583
O -5.082 1.816 3.929
H -4.080 2.057 1.757
H -1.387 1.354 5.004
C -1.349 -4.234 -0.454
Ge -1.852 -2.383 -0.127
C -3.362 -1.778 -1.181
C -1.879 -1.956 1.764
Ge 0.379 -1.208 -0.984
C 0.732 -1.896 -2.769
C 2.059 -1.927 -3.209
C 2.368 -2.382 -4.482
C 1.356 -2.823 -5.325
C 0.035 -2.799 -4.899
C -0.275 -2.331 -3.631
C 1.648 -1.998 0.242
C 2.193 -3.265 0.003
C 3.081 -3.823 0.909
C 3.442 -3.123 2.055
C 2.917 -1.863 2.301
C 2.017 -1.307 1.402
H -2.253 -4.831 -0.309
H -0.590 -4.556 0.257
H -0.991 -4.394 -1.470
H -4.265 -2.142 -0.683
H -3.332 -2.195 -2.186
H -3.400 -0.693 -1.237
H -2.753 -2.446 2.201
H -1.964 -0.887 1.935
H -0.982 -2.337 2.249
H 2.861 -1.609 -2.551
H 3.398 -2.401 -4.814
H 1.599 -3.186 -6.315
H -0.753 -3.142 -5.557
H -1.313 -2.301 -3.320
H 1.928 -3.810 -0.896
H 3.496 -4.805 0.722
H 4.136 -3.565 2.758
H 3.195 -1.315 3.193
H 1.594 -0.329 1.607

Forces on the atoms, in the same order (eV/Å):
Ir -0.105 0.005 0.216
O 0.115 0.016 -0.007
C 0.022 0.007 0.070
C 0.090 0.015 -0.038
C -0.023 0.050 -0.054
C -0.014 -0.043 -0.001
C 0.038 0.008 0.013
C -0.038 -0.002 -0.018
N -0.239 -0.097 -0.040
H 0.002 -0.043 -0.026
H 0.030 -0.012 0.034
H -0.049 -0.036 0.011
H -0.002 -0.004 -0.008
H -0.002 0.002 -0.008
H 0.007 0.007 0.005
H 0.035 0.008 0.004
O -0.157 -0.093 0.001
C 0.109 -0.016 -0.063
O 0.091 0.326 0.062
C 0.015 -0.071 -0.115
C -0.002 -0.019 0.089
C 0.025 -0.008 -0.037
C -0.003 -0.007 0.043
C 0.010 0.048 0.081
C -0.067 -0.032 -0.169
O 0.027 -0.100 -0.014
N -0.029 -0.015 0.028
O 0.006 -0.008 -0.042
O 0.053 0.039 0.061
N -0.003 0.127 0.004
O 0.004 -0.050 0.001
O 0.005 -0.035 -0.001
H 0.003 -0.007 -0.017
H -0.007 0.001 0.004
C 0.029 -0.015 -0.029
Ge 0.053 0.066 -0.033
C -0.003 -0.009 0.083
C -0.031 -0.050 0.001
Ge -0.160 -0.195 -0.083
C 0.071 -0.057 0.085
C -0.026 -0.073 -0.044
C 0.021 0.010 0.010
C -0.007 -0.001 0.001
C -0.007 0.007 0.003
C -0.006 0.086 -0.053
C 0.101 0.117 -0.028
C 0.038 0.028 0.009
C -0.005 -0.006 0.000
C 0.003 -0.002 0.005
C -0.009 0.010 -0.001
C -0.032 -0.010 0.019
H 0.018 -0.021 0.006
H 0.004 0.004 -0.009
H -0.007 0.018 -0.002
H -0.005 0.026 -0.014
H 0.006 0.002 -0.004
H -0.006 0.037 -0.025
H 0.018 0.001 0.016
H -0.020 0.099 0.025
H 0.004 0.019 -0.005
H -0.003 -0.001 0.000
H -0.004 -0.001 -0.003
H -0.002 0.001 0.001
H 0.003 -0.001 -0.001
H -0.006 -0.001 0.010
H -0.006 -0.002 0.006
H 0.001 0.002 0.001
H 0.002 0.002 -0.001
H -0.002 -0.001 0.003
H 0.029 -0.051 -0.017

3.
Density functional theory data (ωB97M-V/def2-TZVPD) for an isolated molecule of C4H8O2.

Properties
* lowest unoccupied orbital energy: 0.85 eV
* max |F|: 0.0087 hartree/bohr
* HOMO level: -9.6 eV
* SMILES: OCC1COC1
* ΔE to the lowest compared entry with this formula, charge and spin: 202.7 kJ/mol

Geometry (Å):
O -1.567 0.675 1.409
C -1.018 0.770 0.109
C 0.397 0.248 0.191
C 0.563 -1.256 0.443
O 1.385 -1.409 -0.726
C 1.130 -0.057 -1.125
H -2.478 0.989 1.381
H -1.018 1.811 -0.254
H -1.590 0.164 -0.614
H 0.979 0.864 0.883
H 1.086 -1.551 1.359
H -0.373 -1.827 0.365
H 2.054 0.500 -1.321
H 0.490 -0.015 -2.019

Forces on the atoms, in the same order (eV/Å):
O -0.305 0.102 0.084
C 0.231 -0.023 -0.380
C -0.006 0.087 0.062
C -0.166 -0.126 0.325
O 0.096 -0.148 -0.073
C 0.015 0.303 -0.228
H 0.125 -0.060 0.071
H -0.004 -0.147 0.083
H 0.074 0.070 0.146
H -0.076 -0.091 -0.110
H -0.049 0.036 -0.140
H 0.127 0.082 -0.003
H -0.149 -0.101 0.042
H 0.086 0.016 0.122

4.
Density functional theory data (ωB97M-V/def2-TZVPD) for a cluster of 2 separate species, CH6NS in total in a non-equilibrium geometry.

Properties
* 2S+1: 2
* lowest unoccupied orbital energy (spin up / spin down): 0.94 / -2.66 eV
* max |F|: 0.0703 hartree/bohr
* HOMO level (spin up / spin down): -9.5 / -9.5 eV
* ΔE to the lowest compared entry with this formula, charge and spin: 87.0 kJ/mol

Geometry (Å):
S -2.306 2.966 -0.872
H -1.809 4.003 -0.324
C 1.155 -1.070 0.417
N -0.325 -1.086 0.076
H 1.736 -0.600 -0.324
H 1.300 -2.147 0.595
H 1.305 -0.620 1.335
H -0.735 -0.114 0.063
H -0.321 -1.333 -0.964

Forces on the atoms, in the same order (eV/Å):
S -0.830 -1.765 -0.921
H 0.842 1.738 0.926
C -2.897 -2.116 -0.456
N 0.332 1.257 -2.099
H 1.021 0.205 -0.908
H 0.912 0.462 -0.459
H 0.228 1.151 1.889
H 0.753 -1.196 0.163
H -0.360 0.265 1.865

5.
Density functional theory data (ωB97M-V/def2-TZVPD) for a cluster of 2 separate species, C21H45N2O in total in a non-equilibrium geometry.

Properties
* lowest unoccupied orbital energy: -2.29 eV
* max |F|: 0.0430 hartree/bohr
* HOMO level: -11.2 eV
* charge: +1
* ΔE to the lowest compared entry with this formula, charge and spin: 36.4 kJ/mol

Geometry (Å):
C 0.169 4.013 -3.838
C 1.039 3.369 -4.540
C 1.160 1.892 -4.564
C 2.561 1.455 -4.119
O 2.454 0.206 -3.438
C 3.160 0.182 -2.199
C 2.297 0.802 -1.114
N 2.906 0.604 0.217
C 3.057 1.845 0.990
C 4.197 2.759 0.524
C 5.419 1.997 0.015
C 3.712 3.823 -0.471
H 0.311 5.068 -3.673
H -0.713 3.551 -3.429
H 1.728 3.928 -5.149
H 0.986 1.534 -5.578
H 0.462 1.404 -3.900
H 2.953 2.228 -3.464
H 3.209 1.320 -4.974
H 3.326 -0.858 -1.963
H 4.098 0.714 -2.287
H 2.095 1.840 -1.360
H 1.338 0.289 -1.173
H 2.252 0.016 0.718
H 2.130 2.418 1.080
H 3.302 1.540 2.004
H 4.518 3.314 1.398
H 5.450 1.011 0.461
H 6.313 2.501 0.351
H 5.437 1.928 -1.059
H 4.353 4.694 -0.493
H 3.644 3.404 -1.465
H 2.719 4.128 -0.169
C -5.012 -3.786 2.700
C -4.109 -2.945 3.601
C -3.892 -1.511 3.106
C -3.346 -1.336 1.698
N -1.883 -1.687 1.455
C -1.191 -0.528 0.763
C -0.904 0.458 1.872
C -0.519 -0.420 3.066
C -1.047 -1.817 2.723
C -1.755 -2.956 0.634
C -2.020 -2.834 -0.862
C -3.453 -2.552 -1.318
H -4.564 -3.970 1.722
H -5.195 -4.757 3.158
H -5.976 -3.298 2.547
H -3.162 -3.475 3.739
H -4.564 -2.886 4.590
H -3.295 -0.943 3.825
H -4.870 -1.021 3.108
H -3.472 -0.298 1.398
H -3.942 -1.930 1.014
H -0.265 -0.915 0.338
H -1.833 -0.134 -0.021
H -1.792 1.045 2.111
H -0.117 1.158 1.597
H -0.940 -0.037 3.994
H 0.560 -0.458 3.204
H -1.616 -2.276 3.519
H -0.217 -2.477 2.487
H -2.402 -3.698 1.102
H -0.726 -3.291 0.752
H -1.722 -3.793 -1.291
H -1.349 -2.099 -1.311
H -4.164 -3.234 -0.847
H -3.529 -2.694 -2.395
H -3.757 -1.525 -1.114

Forces on the atoms, in the same order (eV/Å):
C -1.233 1.504 1.052
C 1.004 -1.170 -0.898
C 0.331 -0.276 -0.870
C -0.743 -0.366 0.107
O 0.365 0.154 0.150
C -0.755 0.205 -0.445
C 0.274 -0.461 0.031
N -0.791 0.642 -0.306
C 0.470 -0.454 0.291
C -0.152 0.403 -0.461
C -0.091 0.113 0.788
C -0.053 -0.514 0.347
H -0.477 0.363 -0.281
H 0.047 -0.255 0.588
H 0.657 0.145 0.124
H -0.113 -0.265 -0.074
H -0.375 0.040 0.184
H 0.319 0.059 0.181
H 0.359 0.135 -0.193
H 0.285 -0.310 0.081
H 0.394 -0.048 0.018
H 0.040 0.283 0.197
H -0.283 -0.078 0.007
H 0.292 -0.132 0.255
H -0.190 0.147 -0.218
H 0.066 -0.206 0.226
H -0.068 0.060 0.418
H 0.013 -0.340 -0.136
H 0.360 0.252 -0.161
H 0.026 -0.171 -0.402
H 0.213 0.134 -0.068
H 0.005 0.018 -0.417
H -0.274 0.362 -0.058
C 0.060 0.094 0.072
C -0.051 -0.136 -0.120
C 0.061 -0.103 0.274
C -0.338 0.189 0.126
N 0.474 -0.038 -0.060
C -0.067 0.058 0.013
C -0.059 0.203 0.140
C -0.036 0.024 0.147
C 0.170 0.058 0.171
C 0.082 -0.127 -0.157
C -0.346 0.074 -0.187
C 0.089 0.052 0.051
H -0.057 -0.013 -0.022
H -0.034 -0.005 -0.030
H -0.006 -0.022 -0.032
H 0.009 0.015 0.020
H 0.060 0.028 0.020
H 0.000 -0.001 -0.020
H 0.032 0.056 -0.140
H 0.067 0.002 0.038
H 0.145 -0.071 -0.070
H -0.047 -0.045 -0.062
H 0.056 -0.123 -0.107
H 0.008 0.019 -0.079
H -0.027 -0.016 -0.086
H -0.036 -0.035 -0.015
H -0.008 -0.030 -0.028
H -0.103 -0.034 -0.094
H -0.076 -0.047 -0.113
H -0.034 0.034 0.014
H -0.003 0.043 0.079
H 0.087 -0.033 0.140
H 0.082 -0.038 0.047
H -0.029 0.029 -0.003
H 0.017 -0.014 0.006
H -0.064 -0.019 0.006